Entry 1:
55
Properties=species:S:1:pos:R:3 method="wB97M-V/def2-TZVPD" homo_lumo_gap_ha="0.281 / 0.270" e_tot_ha=-5650.2830 e_lumo_ha="-0.0191 / -0.0264" multiplicity=2 e_above_lowest_kj_mol=32.2 s2=0.76
Se 3.123 0.178 0.119
Cr 1.195 1.188 1.780
S -0.255 0.020 -0.634
S -0.202 -0.152 3.167
O 2.787 1.711 0.826
O 4.622 -0.293 0.381
O 1.994 -0.553 1.146
O 2.598 0.178 -1.406
O -0.044 1.272 0.251
N 1.222 3.211 2.204
N 2.201 0.151 4.361
N 1.057 -1.749 4.877
N 2.096 1.249 3.571
C -2.408 -4.648 -1.156
C 2.062 5.817 2.539
C -0.802 -0.306 -3.249
C -3.100 -2.372 -1.483
C -0.367 -2.429 -4.293
C -1.999 -0.214 -3.950
C -1.960 -0.476 -0.281
C 0.021 -1.415 -3.432
C -1.303 -2.874 0.033
C -1.441 -4.222 -0.255
C 0.705 4.182 1.458
C 2.619 4.807 3.304
C 1.083 5.505 1.606
C -1.565 -2.335 -4.988
C -2.376 -1.223 -4.825
C 1.147 -0.606 4.178
C 2.170 3.507 3.115
C -2.133 -1.941 -0.585
C -3.239 -3.723 -1.766
C -0.406 0.757 -2.264
C 2.604 2.370 3.919
H 0.274 -2.361 4.751
H -3.305 -1.142 -5.374
H -2.056 -0.276 0.788
H 0.963 -1.475 -2.898
H 0.271 -3.294 -4.424
H -2.635 0.653 -3.813
H 1.812 -2.009 5.487
H -3.737 -1.646 -1.974
H -1.863 -3.128 -5.662
H 2.392 6.840 2.664
H 0.629 6.266 0.990
H 3.391 5.011 4.033
H 3.206 2.479 4.814
H -0.788 -4.941 0.223
H -2.510 -5.702 -1.383
H -3.992 -4.050 -2.472
H -0.540 -2.543 0.731
H -0.021 3.869 0.719
H -1.128 1.572 -2.200
H 0.596 1.150 -2.444
H -2.664 0.154 -0.825



Entry 2:
53
Properties=species:S:1:pos:R:3 method="wB97M-V/def2-TZVPD" homo_lumo_gap_ha=0.323 e_tot_ha=-1947.1436 e_lumo_ha=0.0077 e_above_lowest_kj_mol=0.0 smiles="CCOC(=O)C1=C(CS(=O)(=O)c2ccc(F)c(C)c2)NC(=O)N[C@H]1c1ccc(O)c(O)c1"
S 0.140 -3.961 -0.763
F -3.027 -1.125 3.245
O 4.311 -1.267 0.156
O -1.416 0.814 0.110
O -1.812 -0.873 -1.308
O -0.604 -4.990 -1.428
O 1.869 5.254 -2.899
O 2.896 2.890 -3.732
O 1.444 -4.293 -0.252
N 2.498 0.006 0.604
N 2.398 -1.653 -1.004
C -2.218 -3.234 0.434
C -2.962 -2.536 1.369
C -0.908 -1.811 2.480
C 0.997 4.192 -0.900
C 0.374 -2.549 -1.934
C 2.066 1.798 -1.795
C 1.379 1.840 -0.588
C 1.681 4.153 -2.100
C -2.296 -1.832 2.357
C -0.842 -3.221 0.537
C -2.809 1.130 0.097
C 1.049 -1.485 -1.164
C -0.187 -2.533 1.539
C -1.024 -0.218 -0.653
C 0.849 3.040 -0.144
C 3.163 -0.965 -0.061
C 1.215 0.569 0.226
C -3.138 1.926 1.346
C 2.225 2.943 -2.557
C 0.413 -0.447 -0.558
C -0.247 -1.030 3.570
H -2.684 -3.782 -0.368
H 1.460 6.023 -2.489
H 2.906 3.779 -4.113
H 0.675 0.815 1.149
H -2.524 2.822 1.391
H 0.581 5.128 -0.553
H -2.957 1.330 2.236
H -0.610 -2.258 -2.284
H 2.490 0.878 -2.163
H -0.536 -1.425 4.543
H 0.834 -1.081 3.474
H 3.074 0.574 1.209
H 0.890 -2.576 1.585
H -3.382 0.198 0.050
H -4.185 2.214 1.326
H -3.022 1.710 -0.808
H 2.814 -2.517 -1.331
H 0.311 3.079 0.789
H -4.039 -2.516 1.334
H -0.564 0.011 3.534
H 0.991 -2.941 -2.739



Entry 3:
50
Properties=species:S:1:pos:R:3 method="wB97M-V/def2-TZVPD" homo_lumo_gap_ha=0.316 e_tot_ha=-1680.4182 e_lumo_ha=-0.0060 e_above_lowest_kj_mol=22.8 smiles="Cc1ccccc1CCN(CC(=O)NCc1ccc(F)cc1)C(=O)c1csnn1"
S -2.977 -3.503 1.018
F -3.458 0.909 1.776
O 1.273 -2.688 1.956
O 3.147 1.038 0.632
N 2.498 -0.236 2.393
N 1.500 -1.690 -0.051
N -1.322 -2.578 -0.526
N -2.518 -2.949 -0.476
C 0.488 0.953 2.913
C 2.872 -0.040 1.114
C -2.164 0.937 2.163
C -2.448 0.126 -2.293
C -1.707 -0.037 3.032
C 0.782 -2.350 0.876
C 0.953 1.739 -2.786
C -0.067 0.979 -2.226
C -0.374 -0.024 3.400
C 0.953 -1.087 -1.251
C -0.004 1.926 2.053
C -1.484 1.617 -4.049
C -0.463 2.365 -4.604
C -1.426 -3.220 1.636
C -1.335 1.927 1.672
C 1.967 0.852 3.198
C 0.228 0.236 -0.951
C -0.635 -2.698 0.627
C 2.872 -1.343 0.297
C -1.308 0.914 -2.862
C 0.764 2.429 -3.968
H 0.003 -0.786 4.067
H 2.159 0.634 4.251
H -0.683 0.030 -0.391
H 2.484 1.767 2.907
H -1.724 2.671 0.995
H 1.568 3.016 -4.388
H -2.175 -0.917 -2.151
H -0.626 2.900 -5.529
H 0.880 0.854 -0.332
H -1.139 -3.429 2.645
H -2.389 -0.786 3.404
H -2.750 0.528 -1.325
H 3.298 -2.158 0.888
H 1.904 1.795 -2.275
H 0.662 2.683 1.666
H -2.443 1.574 -4.546
H -3.308 0.169 -2.956
H 3.446 -1.202 -0.618
H 2.181 -1.171 2.637
H 1.783 -0.891 -1.932
H 0.267 -1.786 -1.729



Entry 4:
51
Properties=species:S:1:pos:R:3 method="wB97M-V/def2-TZVPD" homo_lumo_gap_ha=0.302 e_tot_ha=-1391.0326 e_lumo_ha=-0.0029
F 5.739 3.724 0.007
O 1.587 1.469 -0.582
O -3.390 1.379 2.368
N -3.713 1.067 -0.944
N -3.383 -0.687 1.227
N 0.636 -0.649 -0.598
N -0.249 -2.819 -0.438
N 3.078 -0.205 -0.186
N 0.063 -4.051 -0.451
C 6.402 -0.029 0.765
C -4.132 1.965 -2.079
C 5.236 -0.666 0.325
C -4.310 1.339 0.306
C 1.711 -2.872 -1.285
C -1.379 -1.539 1.662
C 1.893 0.276 -0.538
C 6.581 1.290 0.719
C -5.147 2.287 0.409
C 1.365 -4.009 -1.237
C 4.202 0.286 0.047
C 4.293 1.710 -0.188
C 0.808 -2.160 -0.770
C 5.583 2.221 0.028
C -3.666 0.436 1.364
C -5.516 3.223 -0.620
C -3.746 -1.348 -0.166
C -1.576 -2.404 0.450
C -5.076 2.875 -2.028
C -2.643 -1.337 2.221
C -2.504 -1.770 -0.493
H -1.873 -3.365 0.629
H -1.918 -1.021 -1.002
H -2.614 -0.767 3.098
H -5.496 2.537 1.442
H -5.310 3.486 -2.935
H 2.518 -2.460 -1.816
H -2.552 -2.584 -1.475
H -4.045 -2.519 0.407
H 5.076 -1.463 0.643
H -3.715 1.617 -2.722
H -4.546 -0.945 -0.655
H -0.921 -0.644 1.571
H 2.891 -1.312 -0.140
H 3.579 2.283 -0.409
H 7.292 -0.760 0.913
H -6.205 4.195 -0.457
H -0.153 -0.120 -0.960
H 1.741 -4.953 -1.558
H 7.530 1.961 0.629
H -0.549 -2.286 2.430
H -3.155 -2.455 2.542



Entry 5:
54
Properties=species:S:1:pos:R:3 method="wB97M-V/def2-TZVPD" homo_lumo_gap_ha="0.226 / 0.186" e_tot_ha=-6765.1003 e_lumo_ha="-0.1566 / -0.1935" multiplicity=5 e_above_lowest_kj_mol=67.8 s2=6.05 charge=+1
Te 1.719 -1.572 -1.957
Te 2.683 -1.258 0.783
Pd 0.205 -0.266 -0.048
Se 0.025 -0.096 -2.716
Se 4.271 0.525 0.558
O -5.080 -4.521 2.222
O -1.642 0.794 -0.225
O 1.136 1.639 -0.170
O -4.723 4.291 0.351
O -2.177 -1.272 6.495
N -1.252 -1.913 0.312
N -0.269 -0.124 2.105
C -1.173 4.425 0.154
C 0.071 0.655 4.321
C -1.124 -0.358 6.280
C -3.472 3.816 0.227
C -5.802 3.368 0.295
C -5.037 -3.816 0.997
C -2.464 4.814 0.273
C -3.058 -3.257 -0.470
C -1.476 -1.112 3.900
C -3.162 2.489 0.070
C -3.071 -2.439 1.761
C -1.176 -0.997 2.550
C -1.848 -2.609 -0.651
C 1.617 3.907 -0.229
C 0.613 2.782 -0.131
C -0.846 -0.273 4.806
C 0.341 0.686 2.971
C -1.856 -1.830 1.512
C -1.812 2.068 -0.050
C -3.696 -3.167 0.754
C -0.781 3.057 -0.002
H -3.923 1.725 0.026
H -2.752 5.847 0.395
H -6.705 3.962 0.393
H 1.381 4.575 -1.058
H -2.340 -1.355 7.440
H -5.800 -3.040 1.076
H 0.579 1.343 4.984
H -0.405 5.184 0.185
H -4.578 -5.337 2.135
H -5.743 2.650 1.115
H -5.812 2.839 -0.660
H -2.183 -1.847 4.252
H 2.599 3.472 -0.387
H -3.495 -3.813 -1.289
H 1.630 4.509 0.681
H -1.376 0.641 6.651
H -1.333 -2.649 -1.602
H -5.300 -4.448 0.144
H -3.547 -2.343 2.727
H 1.061 1.376 2.547
H -0.205 -0.680 6.784



Entry 6:
49
Properties=species:S:1:pos:R:3 method="wB97M-V/def2-TZVPD" homo_lumo_gap_ha=0.338 e_tot_ha=-1600.9880 e_lumo_ha=0.0119 e_above_lowest_kj_mol=312.3 smiles="O=C(NC1CCCC1)[C@@H](c1cccs1)N(C(=O)c1ccno1)c1ccccc1"
S 2.584 2.359 -0.294
O 1.111 0.361 2.703
O -2.083 -1.649 -2.215
O 0.245 -0.037 -1.630
N 1.759 -0.393 0.666
N -3.277 -1.879 -2.788
N -0.980 0.711 0.132
C 4.070 -1.193 0.525
C 2.513 3.542 -1.538
C -2.853 1.716 1.319
C 0.859 2.282 -0.219
C -3.298 0.163 -1.882
C -2.648 -0.680 1.220
C 0.145 1.409 0.764
C -4.008 -0.815 -2.608
C -0.821 0.074 -1.050
C 3.365 -3.316 -0.289
C -4.496 0.322 2.375
C -2.081 -0.431 -1.658
C -4.013 1.581 2.060
C 0.288 3.135 -1.114
C -3.812 -0.806 1.955
C 1.236 3.852 -1.875
C 2.670 -1.421 1.118
C -2.171 0.584 0.891
C 1.069 0.398 1.491
C 4.079 -2.045 -0.740
C 2.225 -2.806 0.599
H 2.673 -1.365 2.209
H -4.542 2.462 2.389
H 3.424 3.931 -1.946
H -2.100 -1.556 0.904
H -0.286 2.030 1.560
H 4.826 -1.554 1.223
H 5.086 -2.237 -1.109
H 2.999 -3.910 -1.124
H -4.179 -1.789 2.208
H -2.481 2.697 1.064
H -5.008 -0.771 -2.989
H 1.313 -2.691 0.011
H -5.402 0.220 2.953
H 0.974 4.565 -2.636
H 1.611 -0.314 -0.336
H -0.776 3.242 -1.237
H 3.509 -1.553 -1.529
H 4.050 -3.932 0.296
H -3.628 1.134 -1.580
H 2.010 -3.492 1.417
H 4.251 -0.136 0.334